(1)
Computed, not measured: a molecular structure, C33H43As3CdClIO4P in a non-equilibrium geometry, with wB97M-V/def2-TZVPD.

Geometry as XYZ:
```
87
Properties=species:S:1:pos:R:3:mulliken_charge:R:1
C -2.33 1.42 1.68 -0.621
C -2.23 3.23 -3.09 -0.487
H -2.10 0.06 -2.09 -0.162
C 3.75 -1.32 1.09 -1.537
H -1.69 -3.39 2.39 0.288
H 4.36 -2.16 0.95 0.560
C 3.51 5.21 -0.73 -0.869
H -5.94 1.86 0.35 0.369
As 1.52 -5.96 1.56 0.296
C 1.27 5.50 0.14 0.746
C -3.00 3.07 -4.24 -0.725
H 2.47 -6.28 3.89 0.413
H 3.93 3.59 -2.04 0.315
H -0.62 -5.16 2.93 0.207
C 2.62 -5.50 3.14 -1.310
H 0.63 -5.72 -1.40 0.546
O 1.36 2.98 2.57 -0.611
H -3.27 0.69 3.44 0.448
C -3.46 1.05 2.42 -0.466
H -2.19 -1.71 2.56 0.504
H 3.07 -3.12 -1.36 0.560
H 3.67 -5.55 2.96 0.391
C -0.53 3.97 -0.46 0.942
C -0.22 -6.07 2.41 -1.045
H -1.84 4.16 -2.80 0.570
I 1.33 2.48 -3.11 0.111
C -3.84 2.17 -0.05 -0.268
H -3.95 1.69 -5.64 0.428
O 1.09 0.68 2.15 -0.844
H -3.27 -2.97 0.05 0.479
H 3.34 -0.70 -2.74 0.440
H 1.58 -2.42 -2.16 0.540
H -0.17 -6.84 3.20 0.448
H -2.90 -2.07 -1.43 0.439
H -5.57 0.89 2.58 0.432
C 0.85 4.40 -0.64 0.684
C -3.17 0.69 -3.92 -0.698
C -1.38 4.76 0.26 -0.336
H 0.75 7.15 1.45 0.337
C -3.49 1.82 -4.69 -0.625
P -1.08 2.27 -0.74 0.001
H -2.41 4.41 0.36 0.409
H 1.31 -3.43 1.67 0.164
H 2.99 6.62 0.74 0.449
H 4.67 -1.31 -1.77 0.391
C 1.40 -4.97 -1.43 -2.240
C -1.93 2.14 -2.32 0.177
H -4.06 2.45 -1.06 0.517
C 3.83 -0.55 -1.79 -1.168
H -0.99 -6.44 1.73 0.319
O 3.06 1.43 3.16 -0.656
H 3.15 -1.50 1.94 0.392
C -1.35 -2.33 2.28 -1.342
H -0.89 -4.34 -0.28 0.592
H -1.76 6.45 1.48 0.426
O 2.57 1.87 0.87 -0.626
Cd 0.53 0.47 -0.03 2.379
C 2.63 5.85 0.10 -0.959
H 2.77 -4.08 0.91 0.563
H -0.54 -2.00 2.92 0.426
C 1.18 -3.77 -0.53 2.640
H -3.42 -1.27 -0.02 0.284
H 2.42 -5.35 -1.26 0.471
C -0.98 5.98 0.90 -1.101
H 2.39 -4.59 3.67 0.384
C -2.79 -2.10 -0.34 -1.335
C 1.67 -4.13 0.86 -1.366
C 2.06 -2.71 -1.23 -2.047
As -0.98 -1.89 0.34 0.524
Cl 2.05 1.78 2.24 1.769
C -4.75 1.27 2.01 -0.945
As 2.57 -1.00 -0.46 0.069
H -3.16 3.93 -4.86 0.436
H 1.27 -4.62 -2.46 0.520
H 4.24 0.45 -1.71 0.337
H -0.60 -3.24 -1.58 0.518
C -4.92 1.79 0.75 -0.435
C -0.27 -3.46 -0.53 -2.180
H -1.34 1.25 2.12 0.539
H 4.58 5.47 -0.69 0.356
C -2.53 2.01 0.42 0.180
C 3.12 4.18 -1.57 -0.509
C 1.80 3.83 -1.55 0.153
C 0.35 6.29 0.86 -0.659
C -2.41 0.86 -2.75 0.270
H 4.23 -0.35 1.22 0.519
H -3.61 -0.22 -4.19 0.505
```

LUMO = -0.093 Ha
Total charge = +1



(2)
Computed, not measured: 2 unconnected molecules or ions with the total composition C3H7NO4, with wB97M-V/def2-TZVPD.

Geometry as XYZ:
```
15
Properties=species:S:1:pos:R:3:nbo_charge:R:1
H -0.04 -1.90 0.35 0.365
C -1.84 0.47 0.66 1.002
H 0.34 -1.21 -1.80 0.199
H 2.53 0.48 -0.47 0.211
O -1.64 1.28 -0.40 -0.711
O 1.15 -0.64 1.35 -0.576
N 0.34 -0.96 0.23 -0.346
C 0.91 -0.74 -1.02 -0.028
H 0.56 -0.18 1.96 0.482
H -0.77 1.79 1.50 0.505
O -2.51 -0.51 0.65 -0.617
H -2.06 0.92 -1.20 0.510
O -1.23 0.96 1.73 -0.695
C 1.97 0.02 -1.27 -0.505
H 2.29 0.20 -2.27 0.205
```

LUMO = 0.017 Ha
Total charge = 0



(3)
Computed, not measured: a single C3H6S molecule in a non-equilibrium geometry, with wB97M-V/def2-TZVPD.

Geometry as XYZ:
```
10
Properties=species:S:1:pos:R:3:nbo_charge:R:1
H 0.04 -1.02 -1.44 0.238
H 0.94 0.02 1.39 0.241
C 0.82 -0.81 -0.68 -0.444
H -0.97 1.56 0.63 0.205
C 0.35 0.01 0.43 -0.374
H -1.39 0.42 -0.65 0.229
C -1.09 0.33 0.35 -0.619
H 1.71 -1.21 -0.51 0.224
H -1.54 -0.29 1.19 0.223
S 1.13 1.00 -0.71 0.077
```

LUMO = 0.038 Ha
Total charge = 0



(4)
Computed, not measured: a molecular structure, C56H52LiNP2, with wB97M-V/def2-TZVPD.

Geometry as XYZ:
```
112
Properties=species:S:1:pos:R:3:mulliken_charge:R:1
C 1.02 -2.75 0.11 0.047
H 2.18 -0.83 -1.49 0.080
H 1.15 -0.37 7.34 0.320
C -2.11 -2.70 0.97 -1.347
C 3.15 -0.33 4.56 -0.258
H -0.09 4.80 -2.36 0.388
H -5.41 -1.78 -4.28 0.361
H -2.93 3.14 -2.37 0.405
H -3.00 0.57 1.50 -0.056
H -4.55 2.45 1.84 0.369
C -0.51 1.68 -4.58 -0.902
C 0.21 -2.80 -2.15 -0.912
C 2.22 0.13 -0.94 -1.553
C 3.67 0.60 -0.97 3.486
H -4.87 4.56 -2.90 0.384
C -0.26 2.91 -5.18 -0.542
C -4.75 5.71 -1.09 -0.461
C -4.26 -0.52 -2.98 -0.459
H 0.11 4.99 -4.80 0.365
C 0.35 -3.63 3.59 -0.101
C 4.42 -0.97 -2.81 0.215
H -5.60 6.33 -1.33 0.351
C -0.10 4.03 -4.36 -0.692
H 4.66 2.39 -2.88 0.333
C -3.65 2.38 2.44 -0.645
C -4.04 -2.91 -3.07 -0.729
C 0.45 -0.21 5.34 -0.126
C -1.35 3.24 -0.11 0.074
H -4.34 -3.87 -3.48 0.379
C -0.50 2.56 -0.90 -1.815
H 0.94 -2.40 1.13 -0.010
C -0.21 3.92 -2.98 0.063
C -0.60 1.57 -3.20 0.542
H -0.59 -0.15 5.64 0.353
H -2.96 0.48 -1.59 0.163
H 4.30 -1.26 0.00 0.136
Li 0.45 0.80 -0.14 -0.065
H -4.37 6.64 0.81 0.378
C 2.12 -3.51 -0.27 -0.662
C 2.18 -0.21 3.60 -0.372
C 2.79 -0.38 5.95 -0.763
H 4.76 2.46 -0.52 0.489
C -1.28 2.24 3.88 -0.881
C -2.96 5.07 0.40 -0.393
C -1.58 1.22 2.98 -0.119
H -3.17 -2.47 1.07 0.344
H -1.71 -5.32 1.48 0.387
H 5.81 -0.45 -5.87 0.361
C -3.35 3.37 3.37 -0.534
C 4.50 -0.19 0.08 -1.541
H 2.86 -3.76 0.47 0.498
C -2.65 -1.64 -1.56 0.045
C -4.33 4.71 -1.97 -0.788
H -0.31 -7.18 2.22 0.378
C -0.12 -6.18 2.61 -0.689
H 5.58 -0.02 -0.05 0.415
H -0.51 -2.49 -2.90 0.389
C 1.44 -0.32 6.29 -0.721
H -0.35 2.19 4.42 0.379
H 0.58 -2.64 3.94 0.273
C 2.27 -3.92 -1.59 -0.847
P -0.36 -0.13 2.60 2.786
H 2.46 -0.18 2.55 -0.076
C -2.51 4.08 -0.49 0.345
C 0.80 -0.12 3.93 -0.525
H -2.01 -3.65 0.46 0.235
H -0.74 0.59 -2.75 0.346
H 4.21 0.14 1.08 0.384
C 5.28 1.07 -4.45 -0.777
C 4.30 0.34 -2.35 -0.397
H -1.92 4.06 4.80 0.350
H -1.31 -1.80 4.11 0.709
H 1.92 -4.52 4.72 0.429
H 1.51 -6.82 3.86 0.376
C 0.90 -5.99 3.53 -0.567
H -4.72 0.40 -3.33 0.494
C 3.73 2.08 -0.59 -2.191
H -4.03 4.20 3.53 0.332
C -2.77 1.32 2.25 0.266
H -0.61 0.79 -5.19 0.399
C -0.70 -3.83 2.67 1.130
C 4.74 1.35 -3.19 -0.393
C -3.27 -0.48 -2.01 -0.370
H -2.59 -1.18 3.06 0.540
C -4.05 5.88 0.10 -0.652
H -2.44 5.19 1.34 0.477
C -3.24 3.91 -1.67 0.034
H 1.45 -3.82 -3.57 0.366
P -1.39 -1.41 -0.23 2.289
C -1.56 -1.55 3.08 -2.169
C 4.96 -1.26 -4.06 -0.863
H 3.55 -0.47 6.72 0.327
C 1.32 -3.54 -2.53 -0.837
H 5.03 -2.29 -4.38 0.371
C 1.12 -4.70 4.02 -0.984
C -4.65 -1.74 -3.51 -0.587
N -1.48 -2.75 2.27 0.633
H 5.60 1.89 -5.08 0.347
C -0.91 -5.13 2.19 -0.586
H -1.21 3.19 0.97 0.179
C -3.05 -2.86 -2.10 -0.287
C 5.39 -0.23 -4.89 -0.408
C 0.03 -2.42 -0.82 0.626
C -2.17 3.29 4.09 -0.776
H 4.07 -1.79 -2.19 0.112
H -2.57 -3.77 -1.77 0.272
H 4.19 -0.40 4.27 0.422
H 3.24 2.20 0.38 0.340
H -0.17 3.00 -6.25 0.354
H 3.17 2.69 -1.31 0.300
C -0.48 2.69 -2.35 0.370
H 3.13 -4.50 -1.89 0.340
```

LUMO (spin up / spin down) = 0.150 / 0.150 Ha
Total charge = -2